(1)
This record from OMol25 describes a 12-piece molecular cluster, C31H89N3O12 overall at a distorted geometry. The level of theory is ωB97M-V with the def2-TZVPD basis set.

The SMILES is COC[C@H](C)N.COC[C@H](C)N.COC[C@H](C)N.CC(C)O.CC(C)O.CC(C)O.CC(C)O.CC(C)O.CO.CO.CO.CO. Its total charge is 0. The frontier orbital gap comes out at 9.21 eV. For the energy above the lowest of the compared OMol25 structures with the same formula, charge and spin, the calculation gives 87.83 kcal/mol. The HOMO energy is -0.3348 Eh.

```
135
C31H89N3O12 ωB97M-V with the def2-TZVPD basis set
C 4.55808 2.31470 -5.34024
C 4.73882 2.26205 -3.84427
C 5.77524 3.35021 -3.49809
O 3.39123 2.59341 -3.39640
H 5.45900 2.25729 -5.95109
H 4.03379 3.21313 -5.66589
H 3.95391 1.50765 -5.75465
H 5.18980 1.28286 -3.68332
H 6.83174 3.14453 -3.67015
H 5.54111 3.58499 -2.45975
H 5.55850 4.24349 -4.08391
H 2.76044 1.99648 -3.80552
C -2.31694 1.39535 5.49941
C -2.71808 -0.13416 5.47610
C -3.97844 -0.22718 4.62037
O -1.65706 -0.85795 5.13773
H -1.29141 1.52790 5.84410
H -2.90888 1.98969 6.19545
H -2.58463 1.75670 4.50650
H -3.00755 -0.34483 6.50562
H -4.61106 0.63197 4.84345
H -4.52002 -1.13640 4.88136
H -3.76754 -0.23281 3.55098
H -1.09730 -1.01363 5.90194
C -5.49957 -1.20896 -4.13876
C -5.56477 -2.44217 -4.88785
C -6.88942 -2.59249 -5.65773
O -4.59326 -2.44677 -5.84176
H -6.11071 -1.23399 -3.23655
H -5.86958 -0.38626 -4.75061
H -4.52890 -0.90402 -3.74771
H -5.52893 -3.21207 -4.11710
H -7.75079 -2.32376 -5.04624
H -7.00560 -3.64613 -5.91158
H -6.90780 -2.06672 -6.61237
H -3.80928 -2.02448 -5.48310
C -1.06340 1.34025 -0.50416
C 0.04538 0.40425 0.09587
C 0.41433 -0.81473 -0.68333
O 1.20746 1.23849 0.24818
H -1.61781 1.80906 0.30882
H -1.71615 0.65001 -1.03856
H -0.60788 1.98948 -1.25190
H -0.23530 -0.00146 1.06784
H 1.29257 -1.30386 -0.26197
H 0.72759 -0.43479 -1.65576
H -0.40201 -1.51432 -0.86294
H 1.44641 1.31576 -0.67839
C -4.30108 5.47507 -0.52081
C -5.39497 5.31401 -1.66317
C -5.51135 3.83950 -2.21295
O -6.64313 5.62548 -1.12090
H -4.58817 6.42922 -0.07890
H -3.30700 5.40432 -0.96231
H -4.33571 4.69793 0.24270
H -5.21184 6.02176 -2.47166
H -6.43196 3.72309 -2.78479
H -5.46781 3.06346 -1.44878
H -4.64094 3.75438 -2.86352
H -7.23482 6.08462 -1.72149
C -3.09690 -4.03456 1.63776
C -4.46474 -4.54124 1.86568
C -5.62941 -3.89776 1.00164
O -5.64830 -2.45962 0.92635
C -6.89351 -1.85444 1.17248
N -4.48375 -6.01071 1.70510
H -3.01177 -3.04621 2.08944
H -2.84346 -4.02146 0.57771
H -2.37893 -4.67034 2.15584
H -4.69510 -4.28571 2.89996
H -6.55037 -4.34469 1.37605
H -5.53786 -4.13735 -0.05776
H -7.72002 -2.17912 0.54038
H -6.73738 -0.79310 0.97938
H -7.24532 -1.93610 2.20091
H -4.64335 -6.11849 0.71363
H -5.30538 -6.48725 2.04850
C 2.52172 -3.39961 4.20539
C 3.22170 -3.80764 5.56069
C 2.68637 -2.89378 6.79157
O 2.91924 -1.49298 6.52006
C 4.15231 -1.02917 7.02700
N 3.25690 -5.25312 5.79104
H 1.45612 -3.61999 4.26889
H 3.08482 -3.80779 3.36609
H 2.51221 -2.32097 4.04875
H 4.28694 -3.65283 5.38924
H 3.13176 -3.28985 7.70418
H 1.65050 -3.22046 6.88296
H 4.07381 -0.60548 8.02821
H 4.51289 -0.36657 6.24021
H 4.86119 -1.85353 6.94942
H 2.54373 -5.41664 6.48728
H 2.80421 -5.64170 4.97607
C 7.32398 1.33073 0.82756
C 6.56691 0.05256 1.08662
C 7.29015 -1.33512 0.98299
O 6.36762 -2.38941 1.16557
C 7.16760 -3.63797 1.27446
N 5.82335 0.21577 2.28771
H 7.70851 1.30803 -0.19211
H 8.16056 1.38331 1.52431
H 6.76438 2.23651 1.06106
H 5.75714 -0.06755 0.36694
H 8.04189 -1.32019 1.77215
H 7.84291 -1.45417 0.05111
H 6.48253 -4.48568 1.26112
H 7.64280 -3.53328 2.24982
H 7.76638 -3.89020 0.39928
H 5.52031 -0.69840 2.59192
H 4.91396 0.51180 1.96295
C 1.04539 5.11032 3.58053
O 1.95086 4.57647 2.68737
H 1.44682 5.98621 4.09021
H 0.21408 5.47122 2.97490
H 0.69672 4.49175 4.40751
H 1.67021 3.76887 2.25077
C 0.58883 6.40503 -4.21086
O 1.95533 6.21558 -3.74390
H 0.18175 7.34959 -3.85006
H 0.47453 6.23004 -5.28064
H -0.04697 5.64958 -3.74916
H 2.03198 5.30162 -3.46034
C 3.12416 -2.63765 -6.21689
O 2.56457 -2.15536 -4.99222
H 2.92961 -1.92934 -7.02221
H 4.21377 -2.66538 -6.22598
H 2.82696 -3.65099 -6.48690
H 3.09841 -2.48508 -4.26565
C -0.95014 1.36501 -5.94066
O -0.84849 0.20133 -5.13883
H -1.66814 2.13113 -5.64804
H 0.02305 1.84187 -6.05724
H -1.22242 1.02782 -6.94079
H 0.07038 -0.06510 -5.05954
```

***

(2)
This record from OMol25 describes a 10-piece molecular cluster, C31H89N7O10 overall at a distorted geometry. The level of theory is ωB97M-V with the def2-TZVPD basis set.

The SMILES is COC[C@H](C)N.COC[C@H](C)N.COC[C@H](C)N.COC[C@H](C)N.COC[C@H](C)N.COC[C@H](C)N.COC[C@H](C)N.CO.CO.CO. Its total charge is 0. The frontier orbital gap comes out at 9.33 eV. For the energy above the lowest of the compared OMol25 structures with the same formula, charge and spin, the calculation gives 156.06 kcal/mol. The HOMO energy is -0.3309 Eh.

```
137
C31H89N7O10 ωB97M-V with the def2-TZVPD basis set
C 6.97861 1.86081 2.51558
O 6.57148 0.55208 2.20695
H 7.75866 2.05480 3.25178
H 7.43603 2.49558 1.75667
H 6.09961 2.42084 2.83467
H 7.37300 0.03583 2.09444
C -4.69377 -5.03498 1.50045
O -5.17183 -5.20736 0.21242
H -4.42277 -5.93993 2.04426
H -3.76226 -4.48412 1.37020
H -5.16850 -4.24007 2.07563
H -6.06485 -5.54655 0.30759
C 0.45153 0.11873 0.83803
O 0.13164 0.51683 2.14889
H 1.26964 0.72257 0.44537
H 0.63147 -0.95458 0.77687
H -0.35317 0.31079 0.12833
H 0.08200 1.47495 2.11512
C -9.69646 0.34564 3.63040
C -8.83997 0.82945 4.81712
C -7.51077 1.57036 4.46989
O -7.70878 2.44644 3.35571
C -6.92401 3.60411 3.22476
N -9.59084 1.79109 5.60919
H -10.23469 1.15161 3.13158
H -10.41932 -0.31889 4.10366
H -9.09589 -0.21229 2.91197
H -8.64858 -0.07174 5.39963
H -6.73017 0.87231 4.16742
H -7.19370 2.13192 5.34865
H -5.87016 3.59215 3.50284
H -7.45672 4.34692 3.81851
H -7.02456 3.83366 2.16396
H -9.17870 1.83354 6.53030
H -10.53866 1.51450 5.82181
C -3.87518 1.52831 -4.46429
C -3.23627 0.99031 -5.76748
C -2.70137 2.15914 -6.65456
O -3.73877 3.14601 -6.88023
C -3.41062 4.33794 -7.60913
N -2.09238 0.17598 -5.38441
H -3.14760 2.21582 -4.03293
H -3.92826 0.82045 -3.63711
H -4.90588 1.84323 -4.62734
H -4.08503 0.43045 -6.16024
H -2.24712 1.82384 -7.58694
H -1.75197 2.53803 -6.27618
H -2.51880 4.82565 -7.21555
H -4.24540 5.03753 -7.65156
H -3.04250 4.00958 -8.58112
H -2.57299 -0.47360 -4.77848
H -1.75529 -0.39921 -6.14311
C -4.02079 -11.24742 -4.64413
C -2.51503 -10.88650 -4.47194
C -2.17718 -9.73830 -3.48153
O -0.83897 -9.47799 -3.45230
C -0.42934 -8.21926 -3.02811
N -1.74796 -12.08449 -4.10005
H -4.64251 -10.37224 -4.83286
H -4.34602 -11.75390 -3.73539
H -4.11746 -11.91009 -5.50415
H -2.27568 -10.49724 -5.46153
H -2.50770 -9.88637 -2.45346
H -2.77531 -8.85612 -3.70977
H -0.19280 -7.72154 -3.96855
H 0.47050 -8.28484 -2.41648
H -1.11370 -7.55438 -2.50114
H -2.19557 -12.42535 -3.26127
H -0.74933 -11.95832 -4.01688
C 6.82962 -10.81335 1.69478
C 6.00277 -10.37765 2.89403
C 4.92853 -9.32879 2.58012
O 4.00658 -9.04680 3.69521
C 2.86703 -8.18297 3.34935
N 5.36134 -11.52468 3.48124
H 7.70277 -11.45440 1.81617
H 7.20000 -10.06606 0.99302
H 6.20697 -11.45635 1.07271
H 6.71150 -9.98340 3.62229
H 4.27648 -9.84845 1.87806
H 5.36032 -8.42422 2.15186
H 3.10431 -7.40654 2.62205
H 2.30946 -7.78388 4.19667
H 2.12173 -8.80766 2.85700
H 4.72934 -11.38350 4.25634
H 4.84306 -11.91602 2.70770
C 4.67512 5.88360 7.99258
C 4.51998 7.32527 7.58572
C 3.21792 7.86091 8.15339
O 2.04597 7.14246 7.83430
C 1.59676 7.26690 6.49111
N 5.57917 8.19670 8.14087
H 3.70331 5.40103 7.88858
H 4.85228 5.66420 9.04547
H 5.32311 5.38231 7.27360
H 4.41421 7.27305 6.50212
H 3.05401 8.92372 7.97544
H 3.17128 7.73171 9.23470
H 1.22827 8.21175 6.09163
H 0.78622 6.57640 6.25801
H 2.38811 6.91768 5.82786
H 6.53289 7.89480 8.00167
H 5.48538 8.22806 9.14602
C -4.46754 10.40407 -0.79566
C -3.06807 9.92299 -0.69646
C -2.57681 9.38557 -1.99690
O -1.21226 9.03947 -1.96451
C -0.95649 7.70557 -1.52142
N -2.26829 10.97858 -0.21060
H -4.88182 10.67828 0.17453
H -5.21967 9.65580 -1.04564
H -4.53369 11.21232 -1.52398
H -3.01140 9.15282 0.07278
H -2.52168 10.17854 -2.74272
H -3.06955 8.54726 -2.48938
H -1.21901 6.96504 -2.27694
H -1.57691 7.46751 -0.65741
H 0.09665 7.50669 -1.32284
H -2.29426 11.73619 -0.87803
H -1.31031 10.67128 -0.12143
C 5.76360 -0.91881 -5.30555
C 5.85458 0.28146 -4.41037
C 7.17300 1.06044 -4.55384
O 7.43112 1.53823 -5.91614
C 8.75654 1.97443 -6.14850
N 4.66714 1.10046 -4.56766
H 5.69411 -0.69102 -6.36921
H 4.86169 -1.51101 -5.15078
H 6.52393 -1.66821 -5.08553
H 5.91940 -0.01977 -3.36483
H 8.05263 0.56317 -4.14509
H 7.18379 1.92314 -3.88772
H 8.97414 2.91184 -5.63664
H 9.04139 2.30417 -7.14761
H 9.56291 1.27226 -5.93679
H 3.82749 0.59992 -4.31359
H 4.61316 1.44281 -5.51634
```